(1)
This record from the OMol25 dataset describes C20H23N3O6 in the gas phase at a distorted geometry. The level of theory is ωB97M-V with the def2-TZVPD basis set.

Structure (XYZ):
```
52
Properties=species:S:1:pos:R:3:forces:R:3
C 3.085 -1.410 -1.052 -0.0618 -0.1816 -0.1925
O 3.451 -0.380 -0.160 -0.0987 0.3798 0.3747
C 2.576 -0.049 0.843 0.1862 0.0624 0.1012
C 1.249 -0.463 0.841 -0.2242 -0.0053 0.1411
C 0.399 -0.124 1.885 0.8056 0.2808 0.0506
C -0.967 -0.591 1.877 -1.1362 -0.2852 0.2902
N -1.777 -0.547 2.905 1.1060 0.4791 0.4337
O -2.944 -1.101 2.470 -0.6204 -0.3475 -0.6065
C -2.760 -1.443 1.193 0.5582 -0.0559 -0.0857
C -3.859 -2.039 0.400 -0.3576 0.0730 0.1686
C -4.855 -0.963 -0.060 0.0902 0.0267 -0.0474
C -4.198 0.173 -0.849 -0.2029 -0.0615 -0.1487
C -3.571 -0.314 -2.150 0.0664 0.2276 0.5155
O -4.184 -0.356 -3.197 -0.3554 0.0084 -0.3933
N -2.285 -0.704 -2.030 0.3762 -0.1882 0.0285
C -1.484 -1.075 -3.181 0.1163 0.1813 0.0679
C -0.519 0.014 -3.519 -0.5612 0.1795 -0.7429
C -0.593 1.047 -4.404 -0.0488 -0.5915 0.3371
C 0.589 1.808 -4.228 0.3963 -0.1181 0.3961
C 1.291 1.186 -3.245 0.0954 0.7311 -0.4885
O 0.630 0.099 -2.807 -0.1071 -0.3997 0.2808
N -1.565 -1.152 0.775 -0.2002 -0.1914 -0.0781
C 0.860 0.648 2.950 -0.0210 -0.0302 -0.0849
C 2.169 1.085 2.955 0.2283 -0.0255 -0.0855
O 2.728 1.845 3.934 0.0649 -0.1841 -0.3725
C 1.924 2.213 5.029 -0.1502 0.0524 0.1728
C 3.052 0.740 1.903 0.0446 0.0716 0.1207
O 4.298 1.254 2.060 -0.5016 -0.0143 0.0398
C 5.374 0.850 1.244 0.4724 -0.0603 -0.2554
H 3.975 -1.599 -1.652 -0.0793 -0.0380 0.0081
H 2.264 -1.110 -1.707 0.0518 -0.0568 0.0643
H 2.810 -2.322 -0.514 0.0082 0.0230 -0.0036
H 0.858 -1.053 0.031 0.0207 -0.0653 -0.1214
H -3.425 -2.542 -0.464 0.0337 -0.0310 0.1234
H -4.384 -2.769 1.019 0.0481 -0.0652 -0.0660
H -5.611 -1.440 -0.685 -0.0535 0.0114 0.0568
H -5.351 -0.541 0.817 -0.0478 -0.0333 -0.0538
H -4.968 0.899 -1.114 0.1163 0.0012 -0.0204
H -3.444 0.673 -0.239 -0.0080 0.0524 0.0212
H -1.821 -0.678 -1.128 -0.1207 0.0298 -0.0657
H -2.172 -1.226 -4.016 0.1804 -0.0417 0.0863
H -0.945 -2.002 -2.962 -0.0710 0.0310 -0.1076
H -1.390 1.237 -5.092 -0.2304 -0.0215 -0.1283
H 0.871 2.693 -4.760 0.1347 0.1917 -0.0639
H 2.233 1.405 -2.783 0.1326 -0.0548 0.1355
H 0.174 0.881 3.746 -0.0104 0.1006 0.1482
H 1.560 1.337 5.575 0.0045 0.0304 -0.0270
H 2.570 2.802 5.679 -0.0869 -0.0361 -0.0128
H 1.072 2.824 4.715 0.0226 -0.0318 0.0081
H 6.244 1.362 1.656 -0.0431 -0.0510 -0.0322
H 5.232 1.148 0.204 0.0476 -0.0326 0.1204
H 5.533 -0.230 1.291 -0.0099 0.0741 -0.0072
```
Forces are in eV/Å.

Results
SMILES = COc1cc(-c2noc(CCCC(=O)NCc3ccco3)n2)cc(OC)c1OC
2S+1 = 1
LUMO = 0.67 eV
Kohn-Sham gap = 8.6708 eV
DFT total energy = -1391.5714 Ha

***

(2)
This record from the OMol25 dataset describes a molecular structure, C20H23N4O3STc at a distorted geometry. The level of theory is ωB97M-V with the def2-TZVPD basis set.

Structure (XYZ):
```
52
Properties=species:S:1:pos:R:3:forces:R:3
Tc 1.503 0.649 0.232 -0.5739 -0.7043 -0.7692
O 0.894 -0.840 -0.840 0.3115 0.1541 0.3126
C 0.325 -0.841 -2.042 -0.1465 0.0569 -0.1037
C 0.350 -2.055 -2.740 0.0101 -0.0081 -0.0078
C -0.237 -2.166 -3.982 -0.0051 0.0519 -0.0114
C -0.893 -1.078 -4.570 0.0146 0.0033 -0.0158
C -0.938 0.116 -3.893 0.0356 -0.0277 -0.0197
C -0.322 0.264 -2.637 0.0488 -0.0963 0.0484
C -0.395 1.543 -1.990 0.0893 0.0547 -0.0172
N 0.281 1.866 -0.950 0.0317 -0.1508 0.0780
C 0.079 3.141 -0.268 0.0175 0.0198 0.0175
C -0.333 2.784 1.149 -0.0655 -0.0758 -0.0822
N 0.511 1.651 1.584 -0.1208 0.3649 0.6017
C 0.476 1.359 2.885 -0.0652 0.1700 -0.0869
C 1.110 0.337 3.574 0.0941 -0.1722 0.0409
C 0.846 0.198 4.974 -0.0065 0.0511 -0.0873
C 1.428 -0.789 5.695 0.0805 -0.0943 -0.0275
C 2.321 -1.687 5.048 -0.0728 0.0516 0.1144
C 2.612 -1.588 3.722 0.0171 0.0268 -0.1303
C 2.009 -0.576 2.933 -0.0797 0.2791 0.2685
O 2.293 -0.483 1.688 0.1083 -0.3599 -0.4432
H 0.850 -2.892 -2.272 0.0015 -0.0021 0.0012
H -0.191 -3.112 -4.506 -0.0044 0.0002 -0.0024
H -1.355 -1.172 -5.542 0.0052 -0.0245 0.0001
H -1.440 0.969 -4.336 0.0077 0.0217 0.0282
H -1.060 2.284 -2.438 0.0028 0.0293 0.0464
H -0.671 3.763 -0.760 -0.0075 -0.0261 -0.0140
H 1.032 3.674 -0.257 0.0002 0.0136 -0.0191
H -1.382 2.475 1.158 0.0202 0.0013 0.0407
H -0.218 3.631 1.826 0.0274 0.0096 -0.0152
H -0.146 2.019 3.489 -0.0029 0.0111 -0.0133
H 0.161 0.894 5.442 -0.0024 0.0058 -0.0105
H 1.220 -0.899 6.749 0.0055 -0.0084 0.0026
H 2.781 -2.476 5.629 0.0006 0.0042 0.0065
H 3.289 -2.273 3.232 0.0002 0.0038 0.0010
S -0.970 -1.730 1.724 -0.0404 0.1465 0.0385
C -1.920 -1.484 0.385 0.0335 -0.0312 -0.0125
N -2.335 -2.414 -0.487 -0.0293 -0.0026 0.0614
C -3.119 -1.869 -1.585 -0.0137 0.0059 -0.0346
C -3.442 -0.462 -1.060 -0.0041 -0.0212 0.0215
N -2.408 -0.275 -0.041 0.0044 0.0536 -0.0478
H -2.010 -3.362 -0.425 0.0256 0.0049 0.0019
H -4.018 -2.458 -1.761 -0.0003 0.0035 -0.0183
H -2.534 -1.830 -2.507 0.0017 -0.0088 0.0440
H -4.443 -0.419 -0.624 0.0092 0.0011 0.0135
H -3.366 0.290 -1.844 -0.0238 -0.0008 -0.0122
H -2.523 0.424 0.675 -0.0354 -0.0496 0.0280
C 3.263 1.394 -1.957 0.0082 0.1546 0.0318
O 3.044 1.143 -0.565 0.2805 0.1259 0.1292
H 4.227 1.888 -2.059 0.0179 -0.0220 0.0325
H 2.485 2.034 -2.372 -0.0082 0.0076 -0.0014
H 3.280 0.441 -2.485 -0.0029 -0.0016 -0.0077
```
Forces are in eV/Å.

Results
2S+1 = 2
LUMO (spin up / spin down) = -3.61 / -4.16 eV
charge = +1
Kohn-Sham gap (spin up / spin down) = 7.2249 / 6.6641 eV
DFT total energy = -1699.4795 Ha

***

(3)
This record from the OMol25 dataset describes a molecular structure, C20H23N4O9P2V at a distorted geometry. The level of theory is ωB97M-V with the def2-TZVPD basis set.

Structure (XYZ):
```
59
Properties=species:S:1:pos:R:3:forces:R:3
V -0.283 -0.036 -1.054 1.8555 0.9256 -0.5276
C -1.648 2.187 0.606 0.0185 0.0277 -0.0022
N -0.352 1.479 0.662 -0.3205 -0.1595 0.1497
C 0.763 2.450 0.583 0.1980 -0.0044 -0.0150
C 2.105 1.855 0.910 -0.1412 -0.0336 -0.0314
C 3.051 2.541 1.606 0.0202 -0.0525 0.1571
C 4.311 1.969 1.899 -0.0070 0.0427 0.0100
C 4.513 0.628 1.499 -0.0438 0.0066 0.0386
C 3.547 -0.042 0.819 -0.0913 -0.0706 0.0125
N 2.330 0.549 0.478 0.2193 0.1159 -0.2709
C -0.290 0.645 1.876 -0.0289 0.0147 -0.0782
C -1.094 -0.608 1.677 -0.0132 0.0370 -0.1194
C -1.871 -1.170 2.675 0.0126 -0.0465 0.1036
C -2.554 -2.350 2.420 0.0461 0.0344 -0.0746
C -2.431 -2.928 1.168 -0.0199 -0.0383 0.0653
C -1.646 -2.302 0.216 0.1247 -0.0237 -0.0742
N -0.996 -1.156 0.454 -0.7247 -1.1198 1.3133
C -2.573 1.760 -0.503 0.1215 -0.1514 0.0671
C -3.718 2.487 -0.768 -0.0863 -0.0030 0.0206
C -4.624 1.994 -1.695 0.0463 0.0329 0.0221
C -4.347 0.798 -2.322 0.0000 -0.0101 -0.0019
C -3.148 0.161 -2.043 0.0058 -0.0271 -0.0711
N -2.275 0.625 -1.142 -1.2132 0.4610 -0.1612
H -1.485 3.265 0.549 0.0353 -0.0105 -0.0747
H -2.186 2.003 1.543 0.0054 0.1007 0.0323
H 0.584 3.266 1.298 0.0412 0.0415 -0.0455
H 0.747 2.851 -0.434 -0.0564 -0.0698 -0.0353
H 2.813 3.541 1.951 -0.0233 -0.0058 -0.0091
H 5.069 2.528 2.426 0.0088 -0.0111 0.0017
H 5.435 0.113 1.738 -0.0079 -0.0156 -0.0076
H 3.642 -1.071 0.503 0.0111 0.0174 -0.0269
H -0.625 1.190 2.768 -0.0088 0.0016 -0.0128
H 0.746 0.348 2.025 0.0073 -0.0085 0.0515
H -1.932 -0.688 3.642 -0.0022 0.0238 -0.0143
H -3.173 -2.803 3.184 0.0056 -0.0057 0.0061
H -2.940 -3.848 0.919 0.0039 0.0033 -0.0111
H -1.520 -2.696 -0.786 -0.0082 0.0319 -0.0125
H -3.893 3.421 -0.249 -0.0063 0.0021 0.0019
H -5.523 2.551 -1.930 -0.0121 -0.0104 0.0106
H -5.004 0.380 -3.071 0.0017 0.0036 -0.0047
H -2.844 -0.730 -2.573 0.0333 -0.0006 0.0231
O 0.306 2.485 -4.620 0.0981 -0.1294 0.0997
P -0.379 1.343 -3.700 -0.0714 0.2571 -0.3728
O -1.767 1.094 -4.160 0.0029 0.0750 -0.0463
O -0.145 1.762 -2.264 -0.0510 -0.4739 -0.2433
O 0.563 0.059 -4.018 -0.2748 -0.0772 0.0439
P 0.038 -1.487 -3.795 0.0686 0.0154 -0.2310
O 1.408 -2.218 -3.429 -0.0641 0.0618 0.0571
O -0.560 -2.048 -5.012 -0.0080 -0.0526 0.0573
O -0.788 -1.425 -2.503 -0.1653 0.1858 -0.0141
H -0.051 2.376 -5.508 0.0066 0.0400 0.0014
H 1.628 -1.935 -2.508 0.0283 0.0025 0.0265
C 3.515 0.110 -2.441 -0.0541 0.0159 0.0144
O 2.467 0.846 -1.829 0.0748 -0.0424 -0.0133
C 1.718 0.190 -0.838 0.1386 0.3027 0.3353
O 1.457 -1.096 -0.969 0.2418 -0.2068 -0.1043
H 4.267 0.835 -2.755 0.0006 -0.0048 -0.0100
H 3.146 -0.430 -3.314 0.0122 -0.0109 -0.0006
H 3.979 -0.601 -1.752 0.0095 -0.0044 -0.0053
```
Forces are in eV/Å.

Results
2S+1 = 4
LUMO (spin up / spin down) = 2.23 / 2.23 eV
charge = -1
Kohn-Sham gap (spin up / spin down) = 5.0524 / 6.3810 eV
DFT total energy = -3299.2447 Ha